# C30H30NO7

A 4-piece molecular cluster, C30H30NO7 overall at a distorted geometry (ωB97M-V/def2-TZVPD, OMol25).

XYZ file:
```
68
Properties=species:S:1:pos:R:3
C -4.868 -2.320 0.327
C -4.023 -1.959 1.711
C -4.950 -1.625 3.062
C -4.194 -1.251 4.501
C -2.546 -1.237 4.490
C -1.611 -1.556 3.165
C -2.361 -1.936 1.725
C -1.442 -2.314 0.379
C -0.922 -0.991 -0.434
C -0.188 0.141 0.499
N 1.192 -0.216 0.981
C 1.912 -1.302 0.243
C 1.192 -1.935 -1.065
O -0.011 -1.260 -1.557
H -6.000 -2.476 0.596
H -4.756 -1.483 -0.490
H -4.481 -3.375 -0.067
H -6.122 -1.658 3.075
H -4.813 -1.016 5.478
H -1.994 -1.006 5.497
H -0.430 -1.573 3.159
H -0.596 -3.022 0.777
H -2.145 -2.944 -0.319
H -1.896 -0.490 -0.910
H -0.863 0.513 1.410
H -0.066 1.107 -0.192
H 1.089 -0.529 1.994
H 1.827 0.638 0.989
H 2.981 -0.901 -0.052
H 2.095 -2.190 1.020
H 0.937 -3.074 -0.919
H 1.986 -1.899 -1.956
C -1.786 5.282 -2.449
C -1.641 4.678 -1.265
C -0.573 3.684 -1.039
O -0.440 3.129 0.043
C 0.328 3.384 -2.170
C 0.182 3.989 -3.353
C -0.885 4.983 -3.579
O -1.018 5.538 -4.661
H -2.564 6.013 -2.632
H -2.293 4.887 -0.426
H 1.106 2.653 -1.987
H 0.835 3.779 -4.193
C 3.034 4.780 -7.002
C 4.001 5.011 -7.895
C 4.890 3.928 -8.360
O 5.776 4.139 -9.176
C 4.667 2.579 -7.802
C 3.700 2.348 -6.909
C 2.811 3.431 -6.444
O 1.925 3.220 -5.628
H 2.375 5.563 -6.649
H 4.177 5.994 -8.314
H 5.326 1.795 -8.155
H 3.524 1.364 -6.490
C 1.693 -4.924 5.823
C 1.638 -5.217 7.126
C 0.659 -4.565 8.017
O 0.609 -4.831 9.210
C -0.258 -3.578 7.413
C -0.203 -3.285 6.110
C 0.776 -3.938 5.219
O 0.826 -3.672 4.026
H 2.406 -5.393 5.156
H 2.303 -5.939 7.584
H -0.971 -3.109 8.080
H -0.868 -2.563 5.651
```

Values from the calculation:
Orbital gap   7.186 eV
Electronic energy   -47398.2875 eV
Charge   +1

---

# C30H31BrCl2CoN5O2P

C30H31BrCl2CoN5O2P as an isolated structure (ωB97M-V/def2-TZVPD, OMol25).

XYZ file:
```
73
Properties=species:S:1:pos:R:3
Co 0.125 -0.272 0.221
Cl 3.390 -1.953 -5.418
C 2.995 -1.165 -3.923
C 1.696 -1.263 -3.441
C 1.344 -0.656 -2.244
N 0.040 -0.647 -1.743
C -0.596 -1.858 -1.917
O -1.637 -2.072 -2.503
C 0.088 -2.995 -1.160
C 0.016 -4.320 -1.552
C 0.676 -5.271 -0.792
C 1.376 -4.860 0.334
C 1.372 -3.512 0.661
N 0.733 -2.596 -0.060
C 2.325 0.008 -1.486
C 3.609 0.140 -1.995
C 3.940 -0.444 -3.212
Cl 5.563 -0.269 -3.801
N 1.830 0.545 -0.303
C 2.587 1.323 0.488
O 3.809 1.318 0.607
C 1.810 2.408 1.222
C 2.534 3.369 1.920
C 1.855 4.425 2.500
C 0.478 4.493 2.350
C -0.154 3.483 1.642
N 0.486 2.454 1.098
H 0.948 -1.781 -4.027
H -0.541 -4.574 -2.444
H 0.656 -6.315 -1.074
H 1.918 -5.566 0.947
H 1.912 -3.153 1.529
H 4.366 0.661 -1.430
H 3.608 3.267 1.975
H 2.390 5.186 3.053
H -0.097 5.307 2.769
H -1.231 3.504 1.507
C -3.922 -4.041 0.565
C -3.573 -2.609 0.286
C -4.452 -1.742 -0.356
C -4.059 -0.452 -0.645
C -2.777 -0.064 -0.288
Br -2.191 1.667 -0.730
N -1.921 -0.863 0.337
C -2.330 -2.108 0.614
H -4.968 -4.145 0.850
H -3.302 -4.452 1.361
H -3.758 -4.644 -0.331
H -5.440 -2.082 -0.638
H -4.706 0.241 -1.159
H -1.608 -2.736 1.117
C 2.390 -0.752 4.567
C 2.066 -0.488 3.098
P 0.296 -0.371 2.599
C -0.321 0.979 3.683
C -1.681 1.533 3.264
C -0.401 -1.872 3.428
C -1.864 -1.810 3.869
H 3.447 -0.559 4.747
H 2.200 -1.786 4.854
H 1.822 -0.104 5.235
H 2.536 -1.237 2.456
H 2.512 0.458 2.798
H 0.426 1.773 3.638
H -0.347 0.615 4.713
H -1.665 1.839 2.220
H -1.941 2.402 3.869
H -2.477 0.798 3.380
H 0.210 -2.050 4.314
H -0.237 -2.719 2.759
H -1.996 -1.099 4.684
H -2.180 -2.787 4.238
H -2.540 -1.522 3.066
```

Values from the calculation:
Orbital gap (spin up / spin down)   6.543 / 6.600 eV
Electronic energy   -185163.6843 eV
<S²>   0.7725
Spin multiplicity   2

---

# C30H31Cl2N10O2SSeZr

C30H31Cl2N10O2SSeZr as an isolated structure (ωB97M-V/def2-TZVPD, OMol25).

XYZ file:
```
78
Properties=species:S:1:pos:R:3
Zr -0.175 -0.398 -0.213
Cl 6.668 -0.090 0.574
C 5.067 -0.726 0.453
C 4.001 0.122 0.750
C 2.704 -0.350 0.642
N 1.508 0.347 0.923
C 1.446 1.467 1.668
O 2.354 2.241 1.957
C 0.038 1.746 2.133
C -0.201 2.699 3.099
C -1.516 2.979 3.443
C -2.532 2.319 2.778
C -2.203 1.385 1.807
N -0.942 1.076 1.503
C 2.478 -1.689 0.260
C 3.538 -2.534 -0.015
C 4.839 -2.039 0.072
Cl 6.143 -3.102 -0.305
N 1.115 -2.031 0.281
C 0.640 -3.295 0.404
O 1.203 -4.346 0.160
C -0.766 -3.275 0.960
C -1.360 -4.440 1.397
C -2.573 -4.349 2.066
C -3.140 -3.103 2.250
C -2.501 -1.988 1.728
N -1.332 -2.061 1.093
H 4.205 1.121 1.100
H 0.642 3.205 3.545
H -1.740 3.713 4.205
H -3.574 2.519 2.983
H -2.973 0.893 1.233
H 3.367 -3.563 -0.287
H -0.844 -5.376 1.236
H -3.058 -5.236 2.450
H -4.078 -2.973 2.771
H -2.952 -1.013 1.817
N 1.327 0.177 -1.954
C 0.859 0.347 -3.356
C 0.723 -0.984 -4.069
C -0.441 -1.817 -3.569
N -0.279 -2.128 -2.130
H 1.715 1.070 -1.628
H 2.117 -0.470 -1.949
H 1.568 0.991 -3.884
H -0.098 0.875 -3.328
H 1.658 -1.551 -3.982
H 0.588 -0.799 -5.136
H -0.520 -2.743 -4.143
H -1.380 -1.273 -3.686
H 0.532 -2.735 -2.023
H -1.084 -2.677 -1.833
C 3.832 5.590 -0.900
C 2.404 5.213 -1.011
N 1.408 6.030 -1.128
N 0.311 5.221 -1.164
C 0.591 3.914 -1.093
S -0.554 2.667 -1.103
N 1.953 3.909 -0.994
N 2.725 2.750 -0.906
H 3.908 6.670 -0.988
H 4.429 5.138 -1.693
H 4.242 5.281 0.061
H -0.610 5.617 -1.245
H 2.941 2.589 0.082
H 3.582 2.896 -1.428
Se -2.530 -0.135 -1.471
C -4.215 -0.050 -0.577
C -4.784 1.180 -0.252
C -6.032 1.235 0.353
C -6.729 0.066 0.626
C -6.179 -1.158 0.275
C -4.931 -1.218 -0.328
H -4.246 2.093 -0.478
H -6.465 2.196 0.598
H -7.704 0.111 1.091
H -6.731 -2.071 0.457
H -4.514 -2.173 -0.621
```

Values from the calculation:
Orbital gap   7.168 eV
Electronic energy   -153117.0583 eV
Charge   +1